## 1
{
  "formula": "C8H14N2O4",
  "method": "ωB97M-V/def2-TZVPD",
  "elements": ["C", "C", "C", "C", "C", "C", "C", "C", "N", "N", "O", "O", "O", "O", "H", "H", "H", "H", "H", "H", "H", "H", "H", "H", "H", "H", "H", "H"],
  "coordinates": [[-0.44557, -0.35359, 0.39656], [1.65467, -0.86362, 0.72623], [-0.47227, 1.92664, -0.23342], [-1.21825, 1.97317, -1.57971], [4.29310, -0.93793, -0.08969], [-2.78099, -2.44507, -0.38341], [2.74359, -1.08808, -0.08727], [-2.75077, -1.28351, 0.65741], [0.12535, 0.79675, 0.22349], [-0.11704, 2.96386, 0.41352], [-0.40637, 4.16328, 0.19071], [0.50076, -1.31862, 0.59507], [0.64419, 2.75258, 1.61119], [-1.77893, -0.38098, 0.31176], [1.68255, -0.43537, 1.73345], [-1.95251, 2.68856, -1.70884], [-1.76827, 1.00764, -1.74432], [-0.47191, 2.03512, -2.38550], [4.82051, -1.92453, -0.43967], [4.71621, -0.65975, 0.86403], [4.43405, -0.22225, -0.76266], [-1.84097, -2.94562, -0.24351], [-3.54463, -3.06718, -0.04809], [-2.84700, -2.07249, -1.39555], [0.77354, 3.60526, 2.09695], [2.38639, -1.49873, -0.99931], [-2.58776, -1.66087, 1.73704], [-3.79168, -0.75466, 0.54353]],
  "mulliken_charge": [0.554, 0.201, 0.280, -1.035, -1.170, -1.141, -0.353, -0.273, -0.364, 0.784, -0.781, -0.334, -0.489, -0.275, 0.293, 0.389, 0.236, 0.267, 0.268, 0.341, 0.343, 0.313, 0.433, 0.298, 0.365, 0.297, 0.298, 0.255],
  "e_lumo_ev": 0.63,
  "smiles": "C/C=C/O/C(=N/C(C)=[N+](/[O-])O)OCC",
  "e_homo_ev": -7.5638
}

## 2
{
  "formula": "C8H14N2O4",
  "method": "ωB97M-V/def2-TZVPD",
  "elements": ["C", "C", "C", "C", "C", "C", "C", "C", "H", "H", "H", "H", "H", "H", "H", "H", "H", "H", "H", "H", "H", "H", "N", "N", "O", "O", "O", "O"],
  "coordinates": [[-0.67526, 0.18011, -1.44945], [0.37267, 0.82531, -0.69335], [-0.10255, -0.98105, -2.42540], [0.35970, -0.79733, 1.09803], [-1.11211, -0.72906, 1.39023], [1.15777, -0.85304, 2.43703], [2.22198, 0.25233, 2.40473], [1.84357, 1.18128, 1.23874], [-1.80979, 0.77878, -3.08511], [-0.47497, 1.69425, -2.70474], [-1.46267, -0.33064, -0.95548], [0.25896, -1.82717, -1.91916], [0.73266, -0.49116, -2.88471], [-1.76304, -1.72811, -3.04652], [0.67059, -1.75564, 0.71278], [0.34102, -0.71209, 3.16264], [1.60517, -1.78757, 2.75695], [2.33411, 0.79219, 3.39159], [3.20119, -0.17412, 2.13649], [2.72018, 1.43800, 0.65569], [1.37967, 2.23949, 1.27609], [-0.89343, 1.20978, 1.24223], [-1.25599, 1.18841, -2.32526], [0.97775, 0.26285, 0.42993], [0.70335, 1.94526, -1.07788], [-1.06381, -1.24348, -3.49010], [-1.77614, -1.74144, 1.55454], [-1.52420, 0.54264, 1.57909]],
  "mulliken_charge": [0.373, 0.260, -0.793, 0.385, 0.309, -0.778, -0.495, -0.592, 0.309, 0.262, 0.333, 0.288, 0.380, 0.357, 0.114, 0.298, 0.400, 0.294, 0.313, 0.298, 0.345, 0.441, -0.694, -0.121, -0.662, -0.524, -0.603, -0.496],
  "e_lumo_ev": 0.53,
  "smiles": "N[C@@H](CO)C(=O)N1CCC[C@H]1C(=O)O",
  "e_homo_ev": -9.1766
}

Which one sits at the bottom of the stability order? 1 does.

## 1
{
  "formula": "C3H5FS",
  "method": "ωB97M-V/def2-TZVPD",
  "elements": ["C", "C", "C", "F", "S", "H", "H", "H", "H", "H"],
  "coordinates": [[1.82605, 0.31174, 0.24074], [0.80042, 0.96378, -0.22743], [-1.40892, -0.47179, -0.63198], [0.54281, 2.27333, -0.42243], [-2.63398, 0.48019, 0.16738], [2.84557, 0.75019, 0.60827], [1.83519, -0.70629, 0.41457], [-1.60307, -0.64210, -1.65805], [-0.90024, -1.35053, -0.02803], [-2.06549, 0.45254, 1.51042]],
  "mulliken_charge": [-0.619, 0.294, -0.555, -0.193, -0.125, 0.227, 0.224, 0.323, 0.266, 0.159],
  "e_lumo_ev": [0.07, -0.14],
  "e_homo_ev": [-8.7539, -7.9221]
}

## 2
{
  "formula": "C3H5FS",
  "method": "ωB97M-V/def2-TZVPD",
  "elements": ["C", "C", "C", "F", "S", "H", "H", "H", "H", "H"],
  "coordinates": [[-1.79529, -0.10001, -0.15657], [-1.07732, 0.59685, -1.02166], [1.65358, -0.26836, 0.61886], [1.99047, -1.10228, -0.38369], [1.14857, 1.33736, -0.17715], [-2.67148, -0.50738, -0.58883], [-1.46061, -0.45823, 0.70644], [-1.12364, 1.23247, -1.76082], [2.44670, -0.17091, 1.37519], [0.88901, -0.55951, 1.38823]],
  "mulliken_charge": [-0.455, -0.339, -0.194, -0.228, -0.189, 0.257, 0.277, 0.441, 0.261, 0.169],
  "e_lumo_ev": -0.21,
  "e_homo_ev": -8.8833
}

Which one sits at the bottom of the stability order? 1 does.

## 1
{
  "formula": "C3H5FS",
  "method": "ωB97M-V/def2-TZVPD",
  "elements": ["C", "C", "C", "H", "H", "H", "H", "H", "F", "S"],
  "coordinates": [[-0.30500, -1.10242, 0.06152], [0.15616, 0.10490, 0.77840], [0.31251, 1.29454, 0.20771], [-0.14209, 0.09847, -1.99405], [0.22167, -1.90594, 0.48502], [-1.41365, -1.21381, 0.24770], [0.37526, 0.11792, 1.88253], [0.20831, 1.51809, -0.83673], [0.62171, 2.36476, 0.97937], [-0.03489, -1.27650, -1.81147]],
  "mulliken_charge": [-0.575, 0.095, -0.338, 0.095, 0.305, 0.303, 0.266, 0.256, -0.249, -0.159],
  "e_lumo_ev": 0.86,
  "smiles": "F/C=C/CS",
  "e_homo_ev": -9.4302
}

## 2
{
  "formula": "C3H5FS",
  "method": "ωB97M-V/def2-TZVPD",
  "elements": ["C", "C", "C", "H", "H", "H", "H", "H", "F", "S"],
  "coordinates": [[0.08397, -0.65646, 0.63828], [-0.77446, 0.02358, -0.40617], [-0.68321, 1.37542, -0.57565], [2.49256, -0.51349, -0.03417], [-0.52539, -1.53707, 0.98759], [0.30946, -0.12161, 1.52481], [-1.07458, 2.13389, -1.32854], [-0.01105, 1.72078, 0.18867], [-1.42791, -0.94713, -1.03001], [1.61062, -1.47792, 0.03517]],
  "mulliken_charge": [-0.805, 0.650, -0.730, 0.112, 0.271, 0.430, 0.279, 0.217, -0.232, -0.192],
  "e_lumo_ev": 0.86,
  "smiles": "C=C(F)CS",
  "e_homo_ev": -9.3413
}

Which one sits at the bottom of the stability order? 2 does.

## 1
{
  "formula": "CH2OPS",
  "method": "ωB97M-V/def2-TZVPD",
  "elements": ["C", "O", "P", "S", "H", "H"],
  "coordinates": [[2.11769, -0.26563, 1.13653], [2.92444, -1.05285, 0.86528], [0.44048, 0.13394, -0.38654], [1.15630, 1.66511, -1.34217], [-0.15560, 0.79782, 0.71374], [-0.91193, -0.07264, -0.95775]],
  "mulliken_charge": [0.056, -0.268, -0.133, -0.630, -0.031, 0.007],
  "total_charge": -1,
  "e_lumo_ev": 4.24,
  "e_homo_ev": -2.5743
}

## 2
{
  "formula": "CH2OPS",
  "method": "ωB97M-V/def2-TZVPD",
  "elements": ["C", "O", "P", "S", "H", "H"],
  "coordinates": [[0.95627, -0.85888, 0.35085], [1.97468, -1.26070, -0.06092], [-0.36113, 0.25704, -0.27964], [-0.13663, 1.63622, 0.96757], [-1.19376, -0.66648, 0.14871], [-1.23943, 0.89280, -1.12657]],
  "mulliken_charge": [-0.059, -0.368, 0.170, -0.615, -0.092, -0.036],
  "total_charge": -1,
  "e_lumo_ev": 4.20,
  "smiles": "O=C=[PH2][S-]",
  "e_homo_ev": -2.3151
}

Which one sits at the bottom of the stability order? 2 does.

## 1
{
  "formula": "C3H3O2",
  "method": "ωB97M-V/def2-TZVPD",
  "elements": ["C", "C", "C", "O", "O", "H", "H", "H"],
  "coordinates": [[-0.62988, -0.18106, -0.36686], [-0.23685, -0.38297, 0.98789], [0.26688, 0.48581, -1.14202], [0.98711, -0.16017, 1.23379], [1.62803, 0.37204, 0.13530], [-1.54157, -0.60720, -0.56887], [-1.03715, -0.68505, 1.70330], [0.56343, 1.15859, -1.98253]],
  "mulliken_charge": [-0.430, 0.259, 0.158, 0.015, -0.194, 0.424, 0.360, 0.409],
  "total_charge": 1,
  "e_lumo_ev": [-7.15, -7.15],
  "e_homo_ev": [-17.6066, -17.6076]
}

## 2
{
  "formula": "C3H3O2",
  "method": "ωB97M-V/def2-TZVPD",
  "elements": ["C", "C", "C", "O", "O", "H", "H", "H"],
  "coordinates": [[-0.24428, 0.81167, 0.42682], [-0.44322, -1.17615, -0.44688], [1.06506, 0.79506, 0.22308], [-0.40819, -1.92416, 0.40682], [2.08590, 0.56521, -0.16624], [-0.71681, 0.58664, 1.31177], [-0.49257, -1.05141, -1.53536], [-0.84589, 1.39314, -0.22001]],
  "mulliken_charge": [-1.094, 0.292, 0.864, -0.114, -0.126, 0.407, 0.393, 0.379],
  "total_charge": 1,
  "e_lumo_ev": -5.92,
  "e_homo_ev": -15.9247
}

Which one sits at the bottom of the stability order? 1 does.

## 1
{
  "formula": "C3H7N2P",
  "method": "ωB97M-V/def2-TZVPD",
  "elements": ["C", "C", "C", "N", "N", "P", "H", "H", "H", "H", "H", "H", "H"],
  "coordinates": [[-0.85484, -1.23297, 0.02242], [-0.93960, 0.23669, -0.34956], [-0.01166, 0.85332, 0.69426], [0.04200, -1.66483, 0.69914], [1.06094, -0.10454, 0.83835], [2.39530, -0.07967, -0.17874], [-1.66210, -1.82835, -0.28576], [-0.44312, 0.31184, -1.37852], [-1.82628, 0.82804, -0.13701], [0.22158, 1.90062, 0.28355], [-0.65695, 0.98631, 1.57876], [2.28360, -0.75957, -1.51143], [2.90575, -1.09044, 0.52320]],
  "mulliken_charge": [0.059, -0.592, -0.513, -0.440, -0.212, -0.063, 0.446, 0.258, 0.352, 0.288, 0.337, 0.022, 0.058],
  "e_lumo_ev": 0.75,
  "e_homo_ev": -8.7767
}

## 2
{
  "formula": "C3H7N2P",
  "method": "ωB97M-V/def2-TZVPD",
  "elements": ["C", "C", "C", "N", "N", "P", "H", "H", "H", "H", "H", "H", "H"],
  "coordinates": [[1.56065, 0.03815, -0.47515], [1.99830, -1.01058, 0.30594], [-1.75997, 1.31685, 0.17872], [0.40811, 0.59159, -0.33587], [-0.80396, 0.19454, -0.14544], [-1.49807, -1.30243, -0.25981], [2.31581, 0.67341, -1.12792], [1.27646, -1.67048, 0.80887], [2.96442, -1.48494, 0.40963], [-1.20378, 2.21902, 0.12610], [-2.62822, 1.29698, -0.45118], [-2.29206, 1.15403, 1.09758], [-0.33769, -2.01614, -0.13147]],
  "mulliken_charge": [0.168, -0.793, -0.846, -0.503, 0.535, -0.191, 0.225, 0.199, 0.268, 0.351, 0.315, 0.324, -0.053],
  "e_lumo_ev": [-0.31, -0.49],
  "e_homo_ev": [-7.5059, -7.5921]
}

Which one sits at the bottom of the stability order? 2 does.